# 1
{"formula": "C22H25AlCl2NO3P2", "method": "ωB97M-V with the def2-TZVPD basis set", "charge": 1, "homo_energy_ha": -0.3823, "max_force_ha_per_bohr": 0.058, "molar_mass_g_mol": 511.3, "symbols": ["C", "C", "C", "C", "C", "C", "C", "C", "C", "C", "C", "C", "C", "H", "H", "H", "H", "H", "H", "H", "N", "Al", "C", "H", "H", "C", "H", "H", "P", "P", "C", "H", "H", "H", "C", "H", "H", "H", "C", "H", "H", "H", "C", "H", "H", "H", "C", "O", "H", "Cl", "C", "Cl", "C", "O", "O", "H"], "xyz": [[-1.522024, 3.204466, -2.287316], [-1.315219, 1.900519, -1.810657], [0.013959, 1.430326, -1.531041], [1.113749, 2.300870, -1.693092], [0.879370, 3.579356, -2.195546], [-0.413062, 4.045752, -2.453068], [2.522172, 1.837989, -1.358293], [2.559371, 0.348594, -1.661380], [1.412057, -0.460635, -1.536768], [1.457620, -1.866550, -1.771606], [2.671675, -2.440432, -2.141006], [3.815792, -1.649183, -2.254485], [3.742860, -0.274826, -2.042456], [-2.533902, 3.597460, -2.440290], [1.751008, 4.209141, -2.347241], [-0.567277, 5.084278, -2.752374], [3.261450, 2.365899, -2.013210], [2.737360, -3.521830, -2.264413], [4.773588, -2.116175, -2.499535], [4.608035, 0.363938, -2.146427], [0.273652, 0.151332, -0.987226], [-0.359799, -0.410237, 0.857222], [-2.508805, 1.093331, -1.347018], [-2.586432, 0.107007, -1.823232], [-3.466989, 1.618169, -1.463867], [0.276999, -2.768254, -1.426904], [-0.648819, -2.498436, -1.963895], [0.501451, -3.842336, -1.562693], [-2.308243, 0.832134, 0.449460], [-0.052824, -2.601189, 0.362706], [1.268804, -3.447631, 1.234400], [1.269470, -3.147219, 2.295781], [1.089875, -4.533553, 1.144676], [2.253861, -3.197785, 0.803079], [-1.658676, -3.249232, 0.816857], [-1.575031, -4.343483, 0.827421], [-1.926797, -2.869585, 1.815358], [-2.420248, -2.914990, 0.095814], [-2.379309, 2.492461, 1.180889], [-3.372013, 2.911748, 0.979846], [-2.210176, 2.432170, 2.261019], [-1.616894, 3.143039, 0.736775], [-3.659900, -0.129053, 1.130798], [-3.481936, -0.291419, 2.205313], [-4.583244, 0.442411, 0.977718], [-3.715498, -1.096934, 0.617202], [1.905208, -0.300407, 1.424634], [2.984359, -0.453410, 1.767084], [2.955035, 2.161512, -0.373211], [1.502540, -0.397593, 4.709697], [0.239171, 0.768436, 4.331109], [0.720372, 1.846179, 2.996287], [-0.937045, -0.050544, 3.815387], [-1.970680, -0.081521, 4.453052], [-0.752576, -0.640968, 2.631068], [-0.017418, 1.326872, 5.227589]], "forces_ev_per_angstrom": [[0.85, 0.00, 0.52], [0.54, 0.09, 0.35], [-0.12, 0.95, 0.41], [-0.55, 0.56, -0.22], [-0.23, -0.06, 0.13], [-0.09, -0.04, -0.16], [0.30, 0.15, -0.76], [0.67, -0.89, -0.07], [0.33, 0.10, 0.84], [0.13, 0.37, 0.42], [0.25, 0.21, 0.32], [0.14, -0.13, -0.22], [-0.15, -0.01, -0.04], [0.41, -0.28, 0.01], [-0.23, 0.19, 0.00], [0.10, -0.37, -0.06], [-0.70, -0.49, 0.07], [0.00, 0.25, -0.09], [-0.37, 0.21, 0.01], [0.30, -0.18, -0.03], [-1.61, -0.77, 0.80], [1.16, 1.71, -0.71], [-0.18, -0.34, 0.20], [0.04, 0.14, 0.03], [0.30, -0.01, -0.32], [-0.14, -0.08, 0.16], [0.34, -0.12, 0.14], [-0.01, 0.51, -0.43], [0.48, 0.21, -0.04], [0.08, 0.45, -0.54], [0.17, -0.53, 0.36], [-0.06, -0.22, -0.36], [0.25, 0.36, 0.17], [-0.49, -0.06, 0.04], [-0.19, -0.89, 0.17], [-0.53, 0.15, 0.05], [0.13, -0.25, -0.29], [0.30, -0.24, 0.15], [-0.13, -0.01, 0.07], [0.15, 0.02, 0.12], [-0.11, 0.02, -0.18], [-0.13, -0.22, 0.03], [-0.55, 0.20, 0.06], [-0.08, 0.06, -0.33], [-0.05, -0.36, 0.14], [-0.12, 0.26, 0.14], [2.77, -0.61, 0.89], [-2.56, 0.48, -1.00], [-1.00, -0.68, -0.24], [0.40, 0.02, 0.29], [-0.07, -0.65, -0.40], [0.11, 0.63, 0.31], [-1.45, 0.03, -0.51], [1.00, -0.19, -0.68], [0.14, 0.26, 0.50], [0.04, 0.09, -0.25]], "nbo_charge": [-0.195, -0.095, 0.234, -0.062, -0.176, -0.219, -0.464, -0.068, 0.234, -0.102, -0.193, -0.221, -0.171, 0.222, 0.218, 0.228, 0.241, 0.219, 0.230, 0.219, -0.949, 1.464, -0.714, 0.254, 0.250, -0.708, 0.263, 0.252, 0.889, 0.856, -0.960, 0.271, 0.260, 0.278, -0.958, 0.258, 0.279, 0.256, -0.937, 0.251, 0.261, 0.273, -0.957, 0.287, 0.254, 0.246, 0.605, -0.442, 0.237, 0.031, -0.308, 0.039, 0.774, -0.549, -0.956, 0.271]}

=====

# 2
{"formula": "C22H25As2BrClN2O13SSn", "method": "ωB97M-V with the def2-TZVPD basis set", "charge": 3, "homo_energy_ha": -0.6207, "max_force_ha_per_bohr": 0.013, "molar_mass_g_mol": 941.4, "symbols": ["Sn", "O", "C", "C", "C", "N", "C", "Br", "C", "H", "H", "H", "H", "O", "Cl", "O", "O", "O", "S", "C", "C", "N", "C", "H", "H", "H", "C", "O", "C", "O", "C", "C", "As", "C", "C", "C", "As", "C", "C", "O", "O", "C", "C", "O", "O", "C", "C", "O", "O", "C", "H", "H", "H", "H", "H", "H", "H", "H", "H", "H", "H", "H", "H", "H", "H", "H", "H", "H"], "xyz": [[0.276798, 3.829441, 1.098761], [-3.746813, 1.264238, 5.377496], [-2.997063, 1.576152, 4.331025], [-3.499285, 2.035358, 3.107101], [-2.602700, 2.346948, 2.113387], [-1.267798, 2.220611, 2.231326], [-0.819530, 1.748777, 3.400106], [1.052171, 1.490195, 3.578591], [-1.614526, 1.421323, 4.473164], [-4.689014, 1.414182, 5.220833], [-4.561431, 2.159837, 2.944797], [-2.963321, 2.733608, 1.168617], [-1.197719, 1.058973, 5.401305], [1.677271, 4.408725, -0.919048], [0.681236, 3.887129, -1.852883], [0.168787, 4.861402, -2.711983], [1.137813, 2.723276, -2.510101], [-0.463621, 3.452059, -0.900554], [-3.025331, 7.108789, 1.966663], [-3.417279, 6.409719, 0.459239], [-2.562446, 5.399573, 0.168234], [-1.614142, 5.172807, 1.141041], [-1.752095, 6.023138, 2.141320], [-4.231550, 6.781651, -0.140885], [-2.558393, 4.816411, -0.738830], [-1.105131, 6.034069, 3.007852], [-1.686362, -2.747499, 2.258078], [-0.361854, -3.337038, 2.004547], [0.528356, -2.788465, 1.310755], [1.647994, -3.430065, 1.233167], [0.443722, -1.460049, 0.620681], [1.683994, -0.991864, 0.369314], [2.698630, -2.580680, -0.011652], [4.479333, -2.661890, 0.696469], [1.493965, -3.153559, -1.529525], [0.194117, -2.880281, -1.620689], [-0.928897, -1.334607, -0.815547], [-0.194974, 0.039961, -1.974653], [-0.807787, -3.966383, -1.981893], [-0.982406, -4.776231, -1.114903], [-1.478488, -3.942057, -3.109014], [-1.394590, -2.819092, -4.008782], [2.325518, -4.390167, -1.786147], [3.213207, -4.453132, -0.909651], [2.258134, -5.283155, -2.684601], [1.327608, -5.295054, -3.805605], [2.146816, 0.364617, -0.030894], [1.596379, 1.403998, 0.218685], [3.338899, 0.224287, -0.596411], [4.063154, 1.444719, -0.966493], [-1.931376, -3.076555, 3.261629], [-2.360394, -3.177849, 1.522638], [-1.618899, -1.664194, 2.195227], [4.504918, -1.997712, 1.559267], [5.188566, -2.342224, -0.065968], [4.639337, -3.708227, 0.948707], [0.875504, -0.041052, -2.143837], [-0.439227, 1.022590, -1.577794], [-0.714151, -0.086879, -2.925661], [-1.635255, -3.205730, -4.994302], [-0.391192, -2.388649, -4.018604], [-2.141444, -2.078703, -3.722138], [0.417890, -5.795696, -3.488830], [1.831954, -5.877787, -4.568827], [1.164229, -4.277956, -4.154139], [5.102134, 1.144505, -1.037206], [3.916269, 2.191941, -0.192029], [3.681784, 1.795470, -1.919940]], "forces_ev_per_angstrom": [[-0.02, 0.11, 0.53], [0.01, -0.01, -0.03], [-0.02, 0.01, 0.01], [0.11, -0.02, 0.02], [-0.17, 0.04, -0.05], [0.11, 0.09, 0.00], [0.02, -0.13, 0.05], [-0.10, 0.03, 0.01], [0.00, -0.01, -0.12], [-0.02, 0.01, 0.02], [-0.01, 0.01, -0.01], [0.02, -0.01, -0.02], [0.00, 0.01, 0.01], [-0.26, -0.14, -0.55], [0.09, 0.12, 0.68], [-0.12, 0.23, -0.16], [0.16, -0.22, -0.14], [0.15, -0.21, -0.14], [0.00, -0.04, -0.03], [0.01, -0.01, -0.01], [-0.06, 0.06, -0.08], [0.12, 0.22, 0.01], [0.00, -0.05, 0.06], [0.00, 0.00, 0.00], [0.03, -0.02, 0.02], [0.02, 0.00, -0.01], [0.12, -0.04, -0.02], [-0.03, -0.02, 0.03], [0.02, 0.04, -0.08], [0.01, 0.02, -0.02], [0.15, 0.15, -0.27], [-0.37, 0.00, 0.51], [0.23, -0.38, 0.25], [0.01, 0.20, -0.14], [-0.08, 0.08, -0.26], [0.16, 0.11, 0.03], [0.05, -0.12, 0.04], [-0.02, -0.01, 0.00], [-0.14, -0.12, -0.09], [0.07, 0.00, -0.04], [0.03, 0.02, 0.09], [0.02, -0.02, -0.05], [0.16, 0.10, 0.25], [-0.21, -0.05, 0.00], [-0.08, -0.01, -0.01], [0.06, 0.01, -0.01], [0.27, 0.13, -0.23], [-0.20, -0.30, 0.01], [0.04, 0.04, -0.07], [-0.07, -0.09, 0.03], [-0.05, 0.01, -0.02], [-0.03, 0.04, 0.03], [-0.05, -0.01, 0.01], [0.01, -0.01, -0.02], [-0.02, -0.02, -0.01], [0.01, 0.02, 0.03], [-0.02, 0.00, -0.02], [-0.01, 0.00, 0.05], [0.00, 0.05, 0.01], [0.01, 0.01, 0.02], [-0.01, 0.00, 0.00], [0.01, -0.01, -0.02], [-0.02, 0.01, -0.01], [-0.02, 0.02, 0.00], [-0.06, 0.01, -0.01], [0.00, 0.03, -0.03], [0.02, 0.01, -0.03], [-0.01, 0.06, -0.02]], "nbo_charge": [1.495, -0.602, 0.405, -0.323, 0.069, -0.619, 0.156, 0.120, -0.327, 0.510, 0.253, 0.221, 0.274, -0.832, 2.538, -0.711, -0.788, -0.988, 0.622, -0.415, -0.057, -0.630, -0.163, 0.285, 0.249, 0.251, -0.257, -0.363, 0.835, -0.650, -0.397, -0.406, 1.950, -0.911, -0.416, -0.281, 1.041, -0.959, 0.744, -0.509, -0.455, -0.274, 0.799, -0.600, -0.385, -0.263, 0.766, -0.573, -0.507, -0.262, 0.254, 0.239, 0.202, 0.276, 0.295, 0.302, 0.234, 0.285, 0.267, 0.253, 0.184, 0.207, 0.229, 0.257, 0.188, 0.226, 0.220, 0.226]}